1.
C13H2F5N2O11S2Se2Te2V as an isolated structure at a distorted geometry, computed with the ωB97M-V functional and the def2-TZVPD basis.

Results
Orbital gap (spin up / spin down)   5.95 / 5.18 eV
ΔE to the lowest compared entry with this formula, charge and spin   38.75 kcal per mole
Multiplicity   1
F_max   4.06 eV/Å
Total charge   -2
Lowest unoccupied orbital energy (spin up / spin down)   3.565 / 2.861 eV

The geometry in XYZ format:
```
40
C13H2F5N2O11S2Se2Te2V, DFT the ωB97M-V functional and the def2-TZVPD basis
Te 0.19 2.19 -3.70
Te -0.44 4.67 -2.69
Se -0.94 3.40 -0.54
Se -1.77 1.13 -2.58
V -2.06 1.39 -0.41
S -3.78 2.80 -0.34
S -4.42 0.87 -0.16
F -3.52 -4.63 -1.42
F -3.83 -2.09 -0.62
F -1.05 -5.75 -1.61
F 1.16 -4.27 -0.97
F 0.90 -1.67 -0.24
O 4.59 0.99 -1.57
O -3.79 0.36 -1.39
O -1.28 1.70 1.16
O 3.78 1.15 4.42
O 2.65 1.15 -2.45
O 0.55 1.10 -0.86
O -1.54 -0.49 -0.20
O -0.82 0.29 2.79
O -3.77 0.43 1.04
O -5.85 0.85 -0.19
O 5.40 1.21 3.01
N 4.20 1.16 3.27
N 3.38 1.08 -1.48
C -1.46 -1.71 -0.51
C 1.90 1.04 2.48
C 3.71 1.14 0.89
C 1.39 1.08 0.06
C -0.06 -3.70 -0.93
C 2.82 1.10 -0.16
C 0.99 1.02 1.45
C 3.27 1.12 2.21
C -1.17 -4.46 -1.26
C -2.58 -2.55 -0.78
C -0.46 0.95 1.84
C -0.20 -2.37 -0.58
C -2.43 -3.88 -1.16
H 1.55 1.00 3.50
H 4.78 1.19 0.69
```

***

2.
C13H30Cl2InN3OP as an isolated structure at a distorted geometry, computed with the ωB97M-V functional and the def2-TZVPD basis.

Results
Orbital gap   4.64 eV
ΔE to the lowest compared entry with this formula, charge and spin   0.00 kcal per mole
Multiplicity   1
F_max   4.21 eV/Å
Total charge   -1
Lowest unoccupied orbital energy   2.611 eV

The geometry in XYZ format:
```
51
C13H30Cl2InN3OP, DFT the ωB97M-V functional and the def2-TZVPD basis
In -1.63 -0.41 0.00
Cl -2.06 -1.31 2.12
Cl -1.74 1.60 -1.30
P 1.10 1.16 1.31
O 0.80 -0.12 0.57
N 2.51 1.04 2.21
N 1.20 2.41 0.23
N 0.09 1.65 2.52
C -0.73 -2.29 -1.43
C -0.48 -3.76 -3.44
C 0.10 0.79 3.70
C -2.19 -2.23 -1.66
C 1.59 2.16 -1.17
C 2.92 2.25 2.95
C -0.22 -3.60 -1.92
C -1.95 -3.52 -3.79
C -1.23 2.20 2.22
C -2.50 -2.24 -3.19
C 0.85 3.80 0.53
C 3.66 0.30 1.68
C -3.32 -1.22 -1.01
H -2.54 -4.34 -3.36
H -2.02 -1.36 -3.63
H 1.13 0.60 4.03
H -3.86 -0.62 -1.78
H 3.33 -0.68 1.31
H 0.69 2.09 -1.79
H 1.53 4.43 -0.06
H 0.98 4.03 1.59
H 4.38 0.15 2.49
H -1.98 1.74 2.88
H -2.08 -3.50 -4.87
H 3.27 3.05 2.27
H -0.39 -0.18 3.50
H -1.23 3.29 2.37
H -0.05 -1.42 -1.56
H 2.09 2.63 3.55
H -1.54 2.01 1.18
H -2.58 -3.13 -1.18
H -0.80 -4.38 -1.40
H 4.16 0.85 0.86
H 0.83 -3.74 -1.64
H -4.00 -1.83 -0.37
H 2.16 1.23 -1.26
H 0.15 -3.01 -3.94
H -0.45 1.29 4.50
H -0.18 4.02 0.22
H -0.15 -4.74 -3.78
H 3.75 1.97 3.62
H 2.20 3.00 -1.50
H -3.57 -2.11 -3.39
```

***

3.
C13H30LiN2O7 as an isolated structure at a distorted geometry, computed with the ωB97M-V functional and the def2-TZVPD basis.

Results
Orbital gap   3.83 eV
ΔE to the lowest compared entry with this formula, charge and spin   47.10 kcal per mole
Multiplicity   1
F_max   9.97 eV/Å
Total charge   -1
Lowest unoccupied orbital energy   2.270 eV

The geometry in XYZ format:
```
53
C13H30LiN2O7, DFT the ωB97M-V functional and the def2-TZVPD basis
O 16.77 -3.86 -6.78
O 16.01 -1.00 -5.61
O 17.44 -1.17 -4.10
O 19.14 -3.57 -5.31
O 15.83 0.18 -3.87
O 20.18 -1.38 -10.32
O 12.87 -0.21 -10.59
N 15.10 -1.99 -8.19
N 19.14 -1.12 -6.82
C 16.46 -0.66 -4.54
C 20.17 -1.41 -5.84
C 15.95 -4.46 -5.75
C 13.94 -1.03 -10.10
C 14.05 -1.11 -8.59
C 12.88 1.17 -10.16
C 20.42 -2.91 -5.63
C 19.39 -4.90 -4.91
C 20.51 -1.19 -9.01
C 16.24 -4.07 -8.10
C 19.31 -1.77 -8.13
C 21.15 -1.14 -11.26
C 14.90 -3.43 -8.34
Li 17.76 -2.23 -5.75
H 18.36 -1.61 -8.63
H 20.00 -5.49 -5.59
H 21.14 -0.10 -11.59
H 13.75 -2.01 -10.54
H 21.04 -3.08 -4.75
H 13.05 -1.30 -8.19
H 14.38 -0.11 -8.32
H 19.97 -0.94 -4.88
H 14.57 -3.60 -9.36
H 14.19 -3.71 -7.57
H 18.39 -5.31 -4.70
H 20.64 -0.12 -8.88
H 15.93 -5.54 -5.86
H 19.86 -5.01 -3.93
H 19.36 -2.86 -8.04
H 22.11 -1.57 -10.97
H 12.62 1.31 -9.12
H 14.91 -4.13 -5.70
H 12.20 1.72 -10.81
H 19.06 -0.12 -6.96
H 17.02 -3.81 -8.81
H 21.12 -0.95 -6.09
H 14.89 -0.71 -10.50
H 20.92 -1.75 -12.13
H 20.96 -3.30 -6.50
H 13.85 1.61 -10.39
H 16.37 -4.21 -4.77
H 21.46 -1.58 -8.66
H 15.99 -5.13 -8.23
H 15.44 -1.77 -7.26
```

***

4.
C13H30N2O12P2STeTi as an isolated structure at a distorted geometry, computed with the ωB97M-V functional and the def2-TZVPD basis.

Results
Orbital gap   6.30 eV
ΔE to the lowest compared entry with this formula, charge and spin   32.41 kcal per mole
Multiplicity   1
F_max   1.05 eV/Å
Total charge   +2
Lowest unoccupied orbital energy   -7.000 eV

The geometry in XYZ format:
```
62
C13H30N2O12P2STeTi, DFT the ωB97M-V functional and the def2-TZVPD basis
Te 0.62 -2.13 0.57
Ti 1.65 -0.11 -0.98
S -0.97 0.31 2.22
P 1.34 -0.79 -4.03
P 4.28 -0.62 -1.95
O 3.09 0.58 -2.63
O 3.74 -1.96 -2.66
O 3.39 -0.65 -0.61
O 1.88 0.74 0.96
O 1.90 2.24 2.61
O 1.02 -1.01 -2.55
O 1.94 2.68 -0.90
O 1.67 -2.12 -4.76
O 3.81 -0.15 -4.73
O 0.11 -0.20 -4.77
O -0.56 1.79 -2.92
O 0.06 0.85 -0.97
N -3.57 0.75 2.31
N -2.87 -1.10 3.48
C 2.76 0.41 -4.03
C 0.62 3.11 -1.28
C 1.62 -3.66 -0.51
C -1.90 -1.98 4.13
C 2.00 1.90 1.36
C -0.06 1.87 -1.82
C -5.30 1.45 3.95
C -1.22 -2.46 -0.39
C 2.33 3.03 0.41
C 2.36 1.76 -4.59
C -1.50 -1.48 5.51
C -2.57 -0.04 2.71
C -4.98 0.66 2.69
H -5.25 -0.39 2.80
H 1.66 1.47 3.16
H -1.04 -0.50 5.43
H -5.09 2.51 3.81
H -1.10 -2.31 -1.46
H -1.94 -1.75 0.02
H -5.56 1.02 1.84
H 2.20 1.68 -5.67
H 1.86 3.96 0.75
H -4.71 1.10 4.80
H 3.41 3.17 0.43
H 2.68 -3.62 -0.25
H 4.34 -2.31 -3.33
H 1.46 2.16 -4.14
H -1.52 -3.48 -0.17
H -2.35 -2.97 4.18
H -3.26 1.57 1.82
H 1.23 -2.27 -5.61
H 4.41 0.55 -5.04
H 1.19 -4.61 -0.19
H -2.37 -1.41 6.16
H -0.37 0.49 -4.25
H -1.03 -2.04 3.48
H -3.81 -1.16 3.83
H 1.49 -3.52 -1.58
H -6.36 1.35 4.20
H 0.69 3.88 -2.04
H 3.18 2.46 -4.40
H 0.06 3.47 -0.42
H -0.79 -2.17 5.97
```